1.
{
  "formula": "C6H14O4",
  "method": "ωB97M-V/def2-TZVPD",
  "e_lumo_ev": 0.4,
  "total_charge": 0,
  "de_lowest_kj_mol": 358.4,
  "orbital_gap_ev": 8.308,
  "species": ["C", "O", "H", "H", "C", "H", "C", "H", "C", "H", "O", "H", "H", "O", "H", "H", "C", "H", "O", "C", "H", "H", "H", "H"],
  "xyz": [[2.41586, 1.09576, 0.48906], [-1.71750, -1.29131, 1.05517], [2.55143, 2.11436, 0.14930], [-2.32105, -2.04490, 1.05863], [2.28570, 0.10298, -0.58286], [-0.92299, 0.97316, 1.92632], [-0.94115, 0.60147, -0.13068], [1.14282, 1.31142, 0.88728], [1.38873, -1.29977, -0.10003], [3.13010, 0.81666, 1.25780], [-0.66425, 1.06577, -1.37015], [-2.75801, -1.54769, -1.50381], [1.72366, 0.49312, -1.42683], [-3.28320, -0.03112, -0.06893], [0.77769, -1.18742, 0.78884], [-3.38154, 0.58979, 0.65975], [-1.95364, -0.52923, -0.07931], [-0.44454, 2.37096, 0.88757], [-1.86477, -1.27846, -1.25691], [-0.51439, 1.29433, 0.98008], [2.21828, -1.93311, 0.20000], [0.82223, -1.74928, -0.90956], [-0.92518, 0.38050, -2.00782], [3.23570, -0.31798, -0.90288]]
}

=====

2.
{
  "formula": "C6H14Si",
  "method": "ωB97M-V/def2-TZVPD",
  "e_lumo_ev": 0.9,
  "total_charge": 0,
  "de_lowest_kj_mol": 346.5,
  "orbital_gap_ev": 9.386,
  "species": ["H", "C", "C", "C", "H", "C", "H", "H", "H", "H", "C", "H", "H", "H", "H", "H", "H", "H", "Si", "H", "C"],
  "xyz": [[0.22032, -1.50149, -2.10798], [0.42056, 2.19081, -0.84870], [0.89885, 2.57679, 1.62565], [0.30971, 1.68417, 0.57853], [-0.47707, 2.72556, -1.01601], [0.58859, -2.85259, -0.30139], [1.81268, 2.34923, 1.91548], [0.07020, -3.04771, 0.60317], [-2.45560, -0.47040, -1.60212], [-0.28980, 0.19617, 1.99732], [-0.22759, 0.55242, 1.02149], [0.91298, 3.67794, 1.44810], [1.20132, 2.84616, -0.98728], [0.41258, 1.48460, -1.59817], [0.80867, -3.82304, -0.69623], [0.18155, 2.41480, 2.61360], [-0.86876, -2.70642, -1.82349], [-2.46312, -1.60834, 0.57047], [-1.57438, -0.97731, -0.46462], [1.49726, -2.33818, -0.17509], [-0.27331, -2.06691, -1.23065]]
}